CHF3LuMgNO3S2 as an isolated structure in a non-equilibrium geometry. Source: the Open Molecules 2025 dataset; level of theory: ωB97M-V with the def2-TZVPD basis set.

Each line ends with the natural charge from an NBO analysis.
Element x y z (Å)
Lu (-1.9313, 1.3742, -0.2849)  2.32
N (0.7343, 0.0903, 1.3842)  -1.17
S (0.7425, 1.6895, 1.5772)  1.39
O (-0.3682, 2.3866, 0.7392)  -1.14
S (-0.7166, -0.7375, 0.8702)  0.69
O (0.0055, -1.5899, -0.3747)  -1.00
C (-0.0842, 1.8462, 3.2618)  0.80
F (0.6963, 1.2988, 4.1768)  -0.26
F (-1.2594, 1.2252, 3.2554)  -0.31
F (-0.2704, 3.1245, 3.5415)  -0.27
Mg (2.1767, -1.3964, -0.1639)  1.82
O (2.9600, -2.9858, -0.7571)  -1.36
H (2.8394, -3.4035, -1.6101)  0.49

Summary:
* energy: -2850.06877 a.u.
* relative energy (zero: lowest compared OMol25 entry of this formula, charge and spin): 0.0 kcal/mol
* gap between HOMO and LUMO: 3.95 eV
* total charge: +2
* HOMO: -15.4 eV
* max |F|: 3.89 eV/A

A 2-piece molecular cluster, BrHN2O2 overall in a non-equilibrium geometry. Source: the Open Molecules 2025 dataset; level of theory: ωB97M-V with the def2-TZVPD basis set.

Each line ends with the natural charge from an NBO analysis.
Element x y z (Å)
N (-3.1812, -0.2323, -0.1415)  0.45
N (-3.6171, -0.8345, -0.9471)  -0.08
O (-2.6592, 0.3766, 0.6843)  -0.37
O (-0.5107, 0.6026, -0.9356)  -0.98
Br (0.1956, 1.5024, 0.1744)  0.88
H (-0.1600, 0.8365, 1.2628)  0.10

Summary:
* energy: -2834.38345 a.u.
* relative energy (zero: lowest compared OMol25 entry of this formula, charge and spin): 13.4 kcal/mol
* gap between HOMO and LUMO: 9.65 eV
* HOMO: -9.2 eV
* max |F|: 4.87 eV/A